6
Properties=species:S:1:pos:R:3:forces:R:3 method="wB97M-V/def2-TZVPD" homo_ev="-10.200 / -8.330" homo_lumo_gap_ev="6.245 / 2.814" total_charge=+1 mol_weight_g_mol=155.6 e_above_lowest_ev=4.6872 lumo_energy_ha="-0.145 / -0.203"
H 1.18408 -0.57361 0.03840 1.2 -0.5 -0.2
O -3.16266 0.64214 -0.66997 -2.4 1.0 -2.3
C -2.65425 0.36903 0.31356 3.5 -1.3 1.6
Rb 3.11509 1.13063 -0.57226 -0.6 2.1 -0.1
Ca 3.89353 -1.75918 -0.43621 -0.7 -1.6 0.3
H -2.37579 0.19099 1.32648 -1.0 0.2 0.7